[1]
Formula: C18H30FFeO18
Source: the OMol25 dataset
Level of theory: ωB97M-V/def2-TZVPD

CARTESIAN COORDINATES (ANGSTROEM)
Fe (2.569, -1.936, -1.233)
C (0.483, -0.735, 2.155)
C (1.383, -1.110, 0.996)
O (1.577, -0.522, -0.096)
O (2.086, -2.167, 0.838)
H (-0.302, -0.033, 1.871)
H (1.056, -0.261, 2.951)
H (-0.045, -1.659, 2.394)
C (-0.602, -3.757, -2.919)
C (0.650, -3.162, -2.467)
O (1.367, -3.642, -1.577)
O (1.104, -2.026, -2.705)
H (-0.570, -3.779, -4.008)
H (-1.528, -3.420, -2.453)
H (-0.676, -4.831, -2.751)
C (6.350, -3.373, -1.678)
C (4.934, -2.893, -1.451)
O (4.494, -2.136, -0.564)
O (4.004, -2.937, -2.274)
H (6.891, -3.660, -0.776)
H (7.094, -2.842, -2.272)
H (6.229, -4.332, -2.180)
C (-4.735, 1.132, 1.478)
C (-3.848, 1.748, 2.556)
O (-4.268, 1.129, 3.740)
C (-5.478, 0.793, 3.616)
O (-6.254, 0.351, 4.494)
O (-5.782, 0.946, 2.366)
F (-3.980, 3.054, 2.690)
H (-4.389, 0.173, 1.093)
H (-4.903, 1.817, 0.648)
H (-2.848, 1.418, 2.272)
C (3.006, 1.050, -4.838)
O (3.478, 1.683, -3.637)
C (3.729, 0.932, -2.508)
O (3.234, -0.181, -2.298)
O (4.223, 1.738, -1.562)
C (4.662, 1.291, -0.300)
H (3.531, 1.545, -5.654)
H (1.940, 1.271, -4.867)
H (3.128, -0.024, -4.981)
H (5.728, 1.444, -0.135)
H (4.560, 0.220, -0.123)
H (4.168, 1.825, 0.511)
C (-1.371, 0.384, -1.643)
O (-2.722, 0.443, -2.121)
C (-3.578, -0.584, -1.825)
O (-3.250, -1.670, -1.338)
O (-4.735, -0.252, -2.199)
C (-5.895, -1.054, -1.917)
H (-0.807, -0.019, -2.484)
H (-1.296, -0.301, -0.799)
H (-0.849, 1.321, -1.450)
H (-6.225, -1.031, -0.879)
H (-5.684, -2.081, -2.214)
H (-6.802, -0.679, -2.392)
C (1.508, 2.597, 2.548)
O (0.543, 2.201, 3.535)
C (-0.543, 2.898, 3.679)
O (-0.928, 3.854, 2.948)
O (-1.339, 2.369, 4.588)
C (-2.084, 3.200, 5.459)
H (1.276, 2.489, 1.489)
H (2.320, 1.875, 2.634)
H (1.863, 3.607, 2.756)
H (-2.433, 2.552, 6.263)
H (-2.943, 3.757, 5.084)
H (-1.475, 3.979, 5.918)

Output
- 2S+1 = 7
- frontier orbital gap (alpha / beta) (eV) = 9.16 / 4.26
- HOMO level (alpha / beta) (eV) = -12.5 / -12.5
- net charge = +1

[2]
Formula: C18H30MnNO2P2
Source: the OMol25 dataset
Level of theory: ωB97M-V/def2-TZVPD

CARTESIAN COORDINATES (ANGSTROEM)
Mn (0.192, -0.292, -0.029)
P (2.313, 0.119, 0.740)
C (3.154, -0.083, -0.810)
C (2.435, -0.660, -1.887)
N (1.047, -0.746, -1.768)
C (0.288, -1.149, -2.803)
C (0.853, -1.653, -3.965)
C (2.238, -1.619, -4.114)
C (3.020, -1.096, -3.098)
C (-1.220, -1.067, -2.666)
P (-1.834, 0.247, -1.543)
H (4.103, -1.030, -3.181)
H (0.197, -2.064, -4.727)
H (2.696, -2.016, -5.014)
H (-1.650, -0.867, -3.661)
H (-1.621, -2.041, -2.330)
H (3.309, 1.930, -1.775)
H (4.236, 0.042, -0.925)
H (1.398, 2.936, -1.332)
O (3.023, 2.867, -1.741)
H (3.569, 3.320, -2.405)
H (-1.149, 0.835, -0.354)
O (0.551, 2.836, -0.805)
H (0.045, 3.662, -0.969)
C (-1.889, 1.761, -2.504)
H (-2.516, 1.652, -3.395)
H (-2.275, 2.557, -1.860)
H (-0.862, 2.022, -2.783)
C (-3.426, -0.232, -0.864)
H (-3.766, 0.561, -0.182)
H (-4.166, -0.383, -1.663)
H (-3.315, -1.157, -0.279)
C (2.807, -1.216, 1.871)
H (3.873, -1.135, 2.128)
H (2.182, -1.167, 2.776)
H (2.626, -2.180, 1.377)
C (2.716, 1.689, 1.532)
H (2.284, 1.704, 2.541)
H (3.798, 1.835, 1.603)
H (2.264, 2.507, 0.962)
C (-0.559, -2.011, 0.665)
C (-0.983, -1.856, 2.103)
C (-0.935, -0.611, 2.762)
C (-1.310, -0.523, 4.105)
C (-1.743, -1.655, 4.797)
C (-1.822, -2.890, 4.139)
C (-1.443, -2.986, 2.802)
H (0.297, -2.701, 0.577)
H (-1.384, -2.376, 0.037)
H (-0.615, 0.290, 2.204)
H (-1.257, 0.440, 4.615)
H (-2.010, -1.578, 5.848)
H (-2.174, -3.772, 4.678)
H (-1.504, -3.947, 2.286)

Output
- 2S+1 = 4
- frontier orbital gap (alpha / beta) (eV) = 5.52 / 5.56
- HOMO level (alpha / beta) (eV) = -17.3 / -17.3
- net charge = +3

[3]
Formula: C18H30N3O4RuS
Source: the OMol25 dataset
Level of theory: ωB97M-V/def2-TZVPD

CARTESIAN COORDINATES (ANGSTROEM)
Ru (0.085, -0.271, 0.355)
N (-1.463, 1.672, 4.069)
C (-1.279, 0.862, 2.996)
O (-1.490, 1.283, 1.852)
C (-0.785, -0.542, 3.251)
C (-0.804, -1.250, 1.912)
H (-1.818, 2.600, 3.871)
H (-1.209, 1.394, 5.008)
H (-1.463, -1.077, 3.959)
H (0.215, -0.506, 3.720)
H (-1.861, -1.276, 1.567)
H (-0.459, -2.300, 1.980)
C (4.162, 0.408, 1.487)
C (2.890, 0.238, 0.760)
N (1.836, -0.422, 1.203)
O (2.011, -1.036, 2.456)
C (2.679, 0.642, -0.600)
C (3.640, 1.209, -1.507)
N (1.421, 0.403, -1.011)
O (1.230, 0.516, -2.253)
H (3.905, 0.554, 2.553)
H (4.778, 1.262, 1.137)
H (4.770, -0.530, 1.434)
H (2.525, -1.851, 2.287)
H (4.477, 1.727, -1.007)
H (3.079, 1.913, -2.167)
H (4.035, 0.447, -2.209)
C (-1.750, 2.820, -4.013)
C (-0.892, 3.022, -2.785)
S (-1.103, 1.780, -1.453)
O (-0.239, 2.204, -0.324)
C (-2.835, 1.921, -0.963)
C (-3.108, 3.300, -0.380)
H (-1.434, 3.516, -4.808)
H (-2.837, 2.989, -3.847)
H (-1.642, 1.809, -4.444)
H (-1.085, 3.991, -2.296)
H (0.172, 2.969, -3.023)
H (-2.945, 1.124, -0.184)
H (-3.480, 1.708, -1.839)
H (-2.313, 3.570, 0.339)
H (-4.061, 3.366, 0.156)
H (-3.156, 4.095, -1.169)
C (-1.010, -1.448, -0.937)
C (-0.510, -2.816, -0.766)
C (0.840, -3.108, -0.966)
C (1.425, -4.231, -0.407)
C (0.629, -5.208, 0.180)
C (-0.747, -4.997, 0.261)
C (-1.320, -3.835, -0.201)
H (-2.048, -1.341, -0.584)
H (-0.938, -1.007, -1.948)
H (1.469, -2.381, -1.482)
H (2.506, -4.370, -0.479)
H (1.060, -6.121, 0.544)
H (-1.372, -5.742, 0.737)
H (-2.384, -3.645, -0.024)

Output
- relative energy (zero: lowest compared OMol25 entry of this formula, charge and spin) (kcal per mole) = 0.00
- 2S+1 = 6
- frontier orbital gap (alpha / beta) (eV) = 5.78 / 5.71
- HOMO level (alpha / beta) (eV) = -5.1 / -6.7
- net charge = 0

[4]
Formula: C18H30N4O4
Source: the OMol25 dataset
Level of theory: ωB97M-V/def2-TZVPD

CARTESIAN COORDINATES (ANGSTROEM)
C (-5.306, -0.908, -2.484)
C (-5.848, -0.446, -1.138)
O (-4.890, 0.333, -0.424)
C (-3.963, -0.360, 0.269)
O (-3.912, -1.567, 0.339)
N (-3.104, 0.474, 0.901)
C (-2.000, -0.070, 1.655)
C (-0.680, 0.477, 1.119)
N (-0.726, 1.929, 1.074)
C (0.181, 2.621, 0.356)
C (1.408, 2.317, -0.248)
N (2.175, 1.234, -0.350)
C (3.453, 1.226, -1.020)
C (3.667, -0.130, -1.690)
C (3.789, -1.270, -0.672)
N (2.565, -1.470, 0.103)
C (1.563, -2.270, -0.590)
C (1.867, -3.763, -0.742)
C (2.816, -1.918, 1.469)
C (3.259, -0.769, 2.372)
C (1.549, 3.695, -0.759)
O (2.353, 4.258, -1.469)
C (0.247, 4.023, -0.066)
O (-0.463, 4.993, 0.104)
C (-1.974, 2.561, 1.443)
C (-3.142, 1.913, 0.703)
H (-4.463, -1.576, -2.331)
H (-6.083, -1.438, -3.026)
H (-4.982, -0.053, -3.073)
H (-6.129, -1.311, -0.529)
H (-6.707, 0.215, -1.265)
H (-2.112, 0.174, 2.717)
H (-2.037, -1.156, 1.544)
H (-0.509, 0.085, 0.109)
H (0.142, 0.148, 1.765)
H (1.952, 0.343, 0.094)
H (4.258, 1.406, -0.294)
H (3.475, 2.034, -1.753)
H (2.842, -0.323, -2.377)
H (4.587, -0.094, -2.275)
H (4.085, -2.188, -1.200)
H (4.595, -1.022, 0.021)
H (1.423, -1.832, -1.581)
H (0.622, -2.160, -0.041)
H (2.783, -3.926, -1.304)
H (1.051, -4.241, -1.277)
H (1.966, -4.241, 0.230)
H (3.571, -2.717, 1.504)
H (1.880, -2.325, 1.860)
H (3.393, -1.136, 3.386)
H (2.512, 0.022, 2.386)
H (4.200, -0.340, 2.040)
H (-1.915, 3.619, 1.188)
H (-2.120, 2.473, 2.525)
H (-4.093, 2.314, 1.069)
H (-3.074, 2.135, -0.368)

Output
- SMILES = CCOC(=O)N1CCN(c2c(NCCCN(CC)CC)c(=O)c2=O)CC1
- relative energy (zero: lowest compared OMol25 entry of this formula, charge and spin) (kcal per mole) = 1.56
- frontier orbital gap (eV) = 7.96
- HOMO level (eV) = -7.5
- net charge = 0

[5]
Formula: C18H30N4O4PS3V
Source: the OMol25 dataset
Level of theory: ωB97M-V/def2-TZVPD

CARTESIAN COORDINATES (ANGSTROEM)
V (0.596, -0.073, -0.546)
C (-3.785, -1.625, 2.467)
C (-4.251, -1.193, 1.079)
N (-3.350, -1.579, 0.022)
C (-2.195, -0.888, -0.185)
S (-1.122, -1.488, -1.401)
N (-2.007, 0.254, 0.405)
N (-0.883, 0.867, -0.001)
C (-0.830, 2.191, 0.047)
C (-1.789, 2.983, 0.887)
C (0.097, 2.777, -0.855)
C (0.400, 4.153, -0.929)
C (1.257, 4.602, -1.904)
C (1.790, 3.693, -2.819)
C (1.451, 2.354, -2.680)
N (0.648, 1.900, -1.742)
H (-4.416, -1.179, 3.232)
H (-2.760, -1.295, 2.616)
H (-3.827, -2.708, 2.566)
H (-4.312, -0.103, 1.040)
H (-5.234, -1.621, 0.855)
H (-3.303, -2.551, -0.247)
H (-2.281, 2.293, 1.568)
H (-2.547, 3.469, 0.268)
H (-1.265, 3.747, 1.461)
H (-0.027, 4.838, -0.212)
H (1.522, 5.650, -1.961)
H (2.442, 4.022, -3.614)
H (1.826, 1.604, -3.369)
C (4.566, -0.328, 2.702)
C (4.537, -1.564, 1.817)
C (5.935, -1.943, 1.339)
O (3.670, -1.449, 0.696)
P (3.338, -0.181, -0.232)
S (2.563, -0.913, -1.896)
S (2.364, 1.227, 0.800)
O (4.893, 0.282, -0.467)
C (5.419, 1.301, -1.294)
C (4.881, 2.675, -0.923)
C (5.217, 0.996, -2.773)
H (5.221, -0.510, 3.555)
H (3.567, -0.088, 3.062)
H (4.940, 0.526, 2.140)
H (4.110, -2.403, 2.389)
H (6.363, -1.118, 0.777)
H (5.868, -2.808, 0.684)
H (6.575, -2.178, 2.187)
H (6.498, 1.264, -1.069)
H (3.820, 2.733, -1.156)
H (5.418, 3.441, -1.479)
H (5.004, 2.847, 0.144)
H (4.170, 1.124, -3.036)
H (5.495, -0.035, -2.978)
H (5.828, 1.666, -3.374)
C (1.127, -3.653, 1.432)
O (1.159, -2.574, 0.510)
C (0.575, -1.402, 0.879)
O (0.047, -1.273, 1.969)
H (2.148, -3.894, 1.743)
H (0.676, -4.522, 0.946)
H (0.532, -3.348, 2.301)

Output
- 2S+1 = 2
- frontier orbital gap (alpha / beta) (eV) = 5.55 / 5.64
- HOMO level (alpha / beta) (eV) = -2.7 / -2.8
- net charge = -1

[6]
Formula: C18H30N5OReS
Source: the OMol25 dataset
Level of theory: ωB97M-V/def2-TZVPD

CARTESIAN COORDINATES (ANGSTROEM)
Re (-0.154, -0.635, -0.487)
C (-2.172, -3.995, 0.376)
C (-1.176, -3.719, -0.741)
C (-1.796, -3.929, -2.117)
O (-0.691, -2.403, -0.645)
H (-2.524, -5.024, 0.318)
H (-3.027, -3.323, 0.284)
H (-1.707, -3.836, 1.349)
H (-0.325, -4.400, -0.625)
H (-2.652, -3.263, -2.237)
H (-2.132, -4.959, -2.229)
H (-1.073, -3.706, -2.904)
C (2.352, -3.194, -4.650)
N (1.674, -2.098, -3.972)
C (1.125, -0.985, -4.561)
C (0.556, -0.260, -3.563)
N (0.746, -0.926, -2.374)
C (1.419, -2.032, -2.660)
H (2.436, -2.957, -5.706)
H (1.783, -4.115, -4.540)
H (3.349, -3.337, -4.239)
H (1.205, -0.798, -5.616)
H (0.041, 0.682, -3.608)
H (1.736, -2.773, -1.946)
N (0.435, 1.044, -0.448)
C (0.953, 2.297, -0.622)
C (2.233, 2.620, -0.151)
C (2.751, 3.885, -0.352)
C (2.010, 4.855, -1.016)
C (0.736, 4.549, -1.479)
C (0.208, 3.288, -1.284)
H (2.800, 1.851, 0.360)
H (3.744, 4.121, 0.008)
H (2.422, 5.842, -1.176)
H (0.155, 5.302, -1.995)
H (-0.779, 3.020, -1.646)
C (-0.853, 2.994, 3.132)
N (-1.306, 1.788, 2.445)
C (-2.199, 2.064, 1.326)
C (-0.869, 0.573, 2.755)
S (-1.091, -0.805, 1.720)
N (-0.290, 0.350, 3.949)
C (-0.826, 0.892, 5.198)
C (0.613, -0.780, 4.150)
H (-0.673, 3.761, 2.379)
H (0.074, 2.809, 3.665)
H (-1.607, 3.368, 3.825)
H (-3.045, 2.652, 1.688)
H (-2.562, 1.145, 0.882)
H (-1.665, 2.639, 0.571)
H (-1.721, 1.478, 5.017)
H (-0.088, 1.501, 5.719)
H (-1.102, 0.055, 5.841)
H (1.181, -0.977, 3.247)
H (0.070, -1.683, 4.433)
H (1.302, -0.514, 4.952)

Output
- relative energy (zero: lowest compared OMol25 entry of this formula, charge and spin) (kcal per mole) = 0.00
- 2S+1 = 2
- frontier orbital gap (alpha / beta) (eV) = 7.81 / 7.53
- HOMO level (alpha / beta) (eV) = -10.6 / -10.3
- net charge = +1

> The lowest net charge belongs to which entry?

C18H30N4O4PS3V

> Among the records above, which one has the lowest net charge?

C18H30N4O4PS3V

> What is the net charge in the second record?

+3

> The lowest net charge belongs to which entry?

C18H30N4O4PS3V